Below is 8 unconnected molecules or ions with the total composition C6H29NO7S, with properties calculated with ωB97M-V with the def2-TZVPD basis set.

```
44
Properties=species:S:1:pos:R:3:forces:R:3
S -2.703360 -0.545080 -2.972252 0.3 -0.7 0.4
O 1.735431 1.149491 3.867644 -0.5 -0.4 -1.0
O -2.429123 1.479600 3.798356 -0.6 1.6 -0.1
O 0.426151 0.017468 -4.035962 -0.8 -0.6 -0.2
O -2.726597 1.465661 1.046705 0.7 -2.0 4.3
O -0.183257 2.510902 -1.937750 0.0 -1.1 -1.8
O -0.552368 -0.415253 2.834902 1.4 -1.9 1.6
O 0.862241 2.463762 1.683740 1.2 -2.8 2.4
N 0.159457 -0.925855 0.184457 -2.3 0.4 -2.5
C -0.861038 -2.090345 0.258016 2.2 1.0 1.2
C -1.697149 -1.732533 -2.002768 1.5 -0.1 -1.7
C 3.233943 0.324187 -1.238520 1.5 1.8 1.2
C -2.044869 -1.833478 -0.572614 -3.9 -0.9 0.6
C 2.611835 -0.281263 0.049349 -0.3 -1.4 -3.1
C 1.483754 -1.265431 -0.413936 -0.3 0.6 0.1
H 1.250793 -0.039241 -4.531846 0.3 0.3 0.1
H -1.615327 1.976953 3.695820 0.4 0.2 0.6
H 2.568337 0.971558 -1.837889 -0.1 0.0 0.7
H -1.619037 0.217354 -3.270393 -0.3 0.2 -0.1
H -0.345308 -0.276366 -0.527005 1.4 -0.8 1.8
H -0.443169 -3.053388 -0.001739 0.6 -0.2 -0.2
H 1.090238 0.698083 3.280713 0.3 0.1 1.1
H -2.881493 -2.621706 -0.474126 1.4 1.0 0.2
H 2.220399 0.485253 0.632047 -0.7 1.3 1.2
H 0.682970 3.276162 1.347561 -1.0 3.6 -1.9
H 1.912333 1.889058 3.272189 0.3 0.2 0.4
H -0.471104 -0.155778 1.933070 0.2 0.2 -1.6
H -2.170143 0.601243 3.613782 0.7 -1.8 0.2
H 3.523945 -0.420455 -1.954759 0.6 -0.7 -0.1
H 1.417877 -1.161740 -1.545930 0.2 -0.8 1.2
H -3.290849 0.766438 1.563907 0.9 1.9 -1.8
H -0.388443 2.403611 -1.025196 -0.4 -0.2 1.1
H -1.720855 -2.772767 -2.375040 0.0 0.7 -0.8
H 4.163346 0.960722 -0.913695 -1.6 -1.2 -0.9
H 3.356570 -0.818937 0.600106 0.4 -0.2 0.4
H -2.166270 1.645214 1.952299 -1.9 0.1 -3.0
H 0.170078 -1.125888 2.908446 -1.6 1.5 0.1
H 1.673110 -2.280756 -0.037114 0.3 0.2 -0.7
H -2.526174 -0.909139 -0.361350 -0.3 0.9 1.2
H -0.140667 -0.603723 -4.523810 0.4 0.2 0.0
H 0.568180 1.759129 1.135649 -0.4 -0.5 -1.0
H -0.351732 1.639471 -2.378441 0.5 1.3 0.7
H -1.078684 -2.113018 1.326176 -0.7 -0.3 -0.2
H -0.703969 -1.259167 -2.052814 -0.1 -0.7 -0.5
```
Positions in Å, forces in eV/Å.

spin multiplicity: 2
gap between HOMO and LUMO (alpha / beta): 0.31244 / 0.12421 Ha
⟨S²⟩: 0.753
HOMO level (alpha / beta): -12.8 / -12.8 eV
charge: +1

Below is a molecular structure, C3H2MgNaO3, with properties calculated with ωB97M-V with the def2-TZVPD basis set.

```
10
Properties=species:S:1:pos:R:3:forces:R:3
Mg -1.457749 1.696240 2.121919 1.1 -0.2 -0.2
Na -1.035610 -0.523680 -1.603915 0.5 -0.2 -0.4
O 1.344989 -1.031968 -2.482687 -0.5 1.0 0.9
O -0.571269 0.748011 0.449565 -0.5 -0.1 -0.2
O 0.624609 1.628724 2.070218 -0.2 -0.1 -0.3
C 2.492155 -0.919773 -2.232979 0.9 -1.9 -1.2
C 0.528323 1.048760 0.991347 -0.7 0.4 0.9
C 3.789550 -1.093723 -2.180968 -0.4 1.2 0.3
H 4.206107 -2.058662 -2.471410 -0.2 0.2 0.2
H 4.431430 -0.242198 -1.953993 -0.1 -0.4 0.0
```
Positions in Å, forces in eV/Å.

spin multiplicity: 2
gap between HOMO and LUMO (alpha / beta): 0.16469 / 0.12948 Ha
⟨S²⟩: 0.755
HOMO level (alpha / beta): -15.1 / -15.1 eV
ΔE to the lowest compared entry with this formula, charge and spin: 15.41 kJ/mol
charge: +2

Below is a gas-phase ion, C9H12N3S2 (charge +1), with properties calculated with ωB97M-V with the def2-TZVPD basis set.

```
26
Properties=species:S:1:pos:R:3:forces:R:3
S -0.920322 2.489928 1.570078 0.8 -0.7 -1.3
S -0.952636 2.343063 -1.828304 0.4 -0.4 0.1
N 1.948339 0.595125 -0.409927 -1.8 -2.8 2.3
N -0.708849 1.190309 -0.736159 -0.5 1.2 -1.3
N 1.344623 1.418735 0.577330 -2.1 0.6 -3.1
C 0.011125 1.690423 0.419893 1.0 0.4 3.0
C 2.674622 -0.573752 0.242779 -3.0 -1.6 -1.9
C 2.048195 2.036372 1.673101 0.9 -1.0 -0.2
C -1.865760 -2.053133 0.459388 -0.7 -0.9 -1.3
C -2.108276 -0.469795 -1.867703 0.9 -1.8 3.8
C -2.769749 -1.682631 -1.828516 1.9 0.6 2.9
C -2.620489 -2.485601 -0.690941 -0.9 -1.0 1.7
C -1.256157 -0.842496 0.442299 0.4 1.4 -1.0
C -1.353947 -0.036615 -0.756212 0.0 -1.7 1.5
H 2.658306 -1.556971 -0.364091 -0.3 1.8 0.3
H 2.112900 3.106159 1.705052 -0.6 0.7 -0.4
H 2.582978 1.028335 -0.995775 1.3 1.8 -1.1
H 3.083891 1.706320 1.562140 -0.2 -0.3 0.6
H -0.749784 -0.428561 1.322030 -0.2 -0.3 -0.4
H -2.111536 0.120169 -2.664074 -0.3 2.3 -3.5
H 2.174222 -0.887891 1.157742 0.3 0.6 0.2
H -1.770701 -2.690526 1.333921 -0.2 0.1 -0.2
H -3.218785 -3.458677 -0.518890 1.1 1.7 -0.8
H -3.379331 -1.919930 -2.603290 -1.6 -1.0 -2.2
H 1.492886 1.661005 2.509273 0.5 0.1 1.2
H 3.654235 -0.299363 0.288856 2.8 0.4 1.0
```
Positions in Å, forces in eV/Å.

spin multiplicity: 1
gap between HOMO and LUMO (alpha / beta): 0.20853 / 0.20848 Ha
SMILES string: CNN(C)C(=S)[N+](=S)c1ccccc1
HOMO level (alpha / beta): -12.5 / -12.5 eV
ΔE to the lowest compared entry with this formula, charge and spin: 403.58 kJ/mol
charge: +1

Below is a molecular structure, C30H46O2P2Zr, with properties calculated with ωB97M-V with the def2-TZVPD basis set.

```
81
Properties=species:S:1:pos:R:3:forces:R:3
Zr 0.589839 0.227461 0.479075 3.9 -0.3 1.6
P -0.153469 -0.447105 -1.820130 0.4 0.8 0.1
P -1.756070 0.047611 1.385168 0.4 0.1 -0.5
O 2.126307 -3.057328 -0.381795 -0.4 1.1 0.8
O 1.410995 -1.478365 1.071336 -1.2 0.8 -0.8
C -4.682564 -1.862846 -2.047486 -0.6 -0.1 0.6
C 5.621100 -3.438370 1.997722 -0.3 0.0 -0.3
C 5.574598 -2.924470 3.295554 0.1 -0.2 -0.1
C 2.227586 -2.466300 0.679683 1.2 -1.7 0.0
C -4.979343 -1.470111 -0.579601 -0.6 -0.4 -0.3
C -3.295559 -1.537762 -2.498736 0.0 0.2 -1.6
C 0.792908 2.884632 2.753164 -0.3 0.2 0.5
C -2.578572 1.649010 1.612940 -0.4 0.3 0.0
C 2.370844 1.757327 -0.481910 -0.4 0.4 1.0
C 0.563493 3.666209 -0.307466 -0.4 0.2 -0.1
C 4.463832 0.383605 0.233586 0.3 -0.6 -0.2
C -0.441035 1.045444 -2.824426 -0.3 0.3 -0.1
C 4.377724 -2.432849 3.817678 -0.3 0.1 0.0
C -2.974959 -0.482199 -3.274853 -0.6 -1.3 -0.4
C -4.502570 -0.117178 -0.162559 -0.9 1.2 -0.4
C 0.105855 -1.917812 -2.810130 0.2 -0.9 0.0
C 2.744468 1.866215 -1.921112 0.1 -0.1 -0.4
C 4.483440 -3.381583 1.186209 0.0 0.0 0.1
C 3.247897 -2.334508 3.002184 0.3 -0.2 -0.3
C 3.312220 -2.774944 1.667931 0.2 0.3 0.1
C 3.438088 1.184639 3.056349 -0.1 -0.5 0.5
C -4.838542 1.062835 -2.362777 0.0 0.1 -1.0
C -2.683109 -1.245539 2.225079 0.1 -0.7 0.1
C 1.355747 2.517348 0.227015 0.8 -0.8 0.1
C -3.842692 0.719608 -3.500920 -0.5 0.2 -0.4
C -4.301208 0.948245 -0.973460 -1.0 -0.4 1.1
C 1.522367 2.230221 1.633031 0.4 -0.1 -0.7
C 2.703636 1.426758 1.791539 -0.7 0.2 -1.1
C 3.191209 1.099018 0.497166 -1.0 0.5 0.2
C -1.581547 -0.525515 -0.603317 -0.2 0.2 1.1
H -3.204946 1.594461 -3.698374 -0.1 -0.2 0.0
H 0.538077 3.677525 -1.401467 0.0 0.1 0.2
H 0.194530 1.858714 -2.462407 -0.2 -0.3 -0.1
H 0.692516 2.196592 3.603551 0.0 0.3 -0.1
H 4.435227 1.653962 3.015290 -0.4 -0.1 -0.1
H 4.487003 -3.779727 0.166752 0.1 0.2 0.4
H -2.345898 0.116028 -1.031456 0.1 -0.2 0.1
H -2.355230 2.351597 0.796598 0.0 -0.2 0.3
H 1.955198 2.322831 -2.522331 0.3 0.0 0.1
H -5.166795 2.104115 -2.519127 0.2 -0.3 0.1
H 0.763713 -2.583064 -2.220638 -0.3 0.2 -0.2
H 0.998914 4.623754 0.027305 -0.1 -0.4 -0.1
H 6.481964 -2.925774 3.904411 -0.4 -0.1 -0.1
H -0.815506 -2.452200 -3.074542 0.3 0.3 0.0
H 4.325721 -2.109030 4.861596 0.0 -0.1 -0.4
H 3.647956 2.485188 -2.036822 -0.3 -0.2 0.0
H -0.187310 0.838933 -3.875457 -0.1 0.1 0.3
H -5.753323 0.464059 -2.479378 0.4 0.2 0.2
H -4.426878 0.590946 -4.429934 0.2 0.1 0.2
H 3.585252 0.108644 3.231210 0.1 0.4 0.0
H -6.070297 -1.537584 -0.421735 0.3 0.0 0.0
H -3.664539 1.548789 1.717822 0.3 0.1 -0.1
H 5.314499 0.939198 0.660504 -0.3 -0.1 -0.1
H -1.993245 -2.081937 2.413243 -0.2 0.2 0.0
H 6.538716 -3.878860 1.597439 -0.3 0.2 0.2
H -3.534164 -1.611229 1.636731 0.3 0.2 0.3
H -4.518084 0.029527 0.920677 0.5 0.0 -0.4
H -3.905690 1.877780 -0.551018 -0.3 -0.3 0.0
H 4.465606 -0.619232 0.691789 0.1 0.3 -0.1
H 4.634442 0.270749 -0.844093 0.1 0.0 0.3
H -2.174241 2.066275 2.549743 -0.1 -0.2 -0.3
H -2.117747 -0.550748 -3.958314 0.1 0.1 0.7
H -3.039414 -0.854127 3.191724 0.2 0.0 -0.3
H -1.486219 1.367490 -2.744516 0.4 -0.1 -0.2
H 0.638300 -1.637916 -3.735451 -0.2 0.1 0.4
H 2.959540 0.873992 -2.341170 0.0 0.3 0.0
H 1.333760 3.776720 3.108706 -0.2 -0.2 -0.1
H -4.837546 -2.951066 -2.138002 0.2 0.4 0.0
H 2.895734 1.606567 3.911513 0.2 -0.1 -0.2
H 2.318904 -1.916050 3.385018 0.2 -0.1 0.0
H -4.561454 -2.238273 0.091509 0.0 0.2 -0.2
H -0.475543 3.642847 0.047991 0.1 0.2 -0.1
H -2.550814 -2.312734 -2.291192 -0.4 0.1 -0.5
H -1.984981 -1.545088 -0.556530 0.3 0.4 0.1
H -5.432300 -1.417926 -2.715376 0.4 -0.1 0.2
H -0.216325 3.193884 2.456476 0.2 0.1 0.1
```
Positions in Å, forces in eV/Å.

spin multiplicity: 1
gap between HOMO and LUMO: 0.26318 Ha
HOMO level: -13.9 eV
ΔE to the lowest compared entry with this formula, charge and spin: 222.54 kJ/mol
charge: +2

Below is 2 unconnected molecules or ions with the total composition Br2HOP, with properties calculated with ωB97M-V with the def2-TZVPD basis set.

```
5
Properties=species:S:1:pos:R:3:forces:R:3
Br -2.408711 1.497472 -0.123913 1.0 -0.8 0.4
Br 1.432559 -2.483307 -0.004578 -0.7 0.9 0.1
P -0.732570 0.234664 0.702113 1.2 0.2 -1.4
O 0.485013 0.702353 -0.236623 -1.2 0.0 0.6
H 1.223711 0.048820 -0.337000 -0.3 -0.3 0.3
```
Positions in Å, forces in eV/Å.

spin multiplicity: 1
gap between HOMO and LUMO (alpha / beta): 0.23840 / 0.17252 Ha
HOMO level (alpha / beta): -9.4 / -8.5 eV
ΔE to the lowest compared entry with this formula, charge and spin: 231.29 kJ/mol
charge: 0

Q: Which value of charge does entry 4 give?
A: +2

Q: Which of these has the lowest charge?
A: Br2HOP

Q: Which value of spin multiplicity does entry 5 give?
A: 1